No. 1
An isolated molecule of C3H8N2O2 in a non-equilibrium geometry. Source: OMol25; level of theory: ωB97M-V/def2-TZVPD.

For the LUMO energy, the calculation gives 0.6 eV. Its SMILES is NC(=O)NCCO. The value obtained for the molecular weight is 104.11 g/mol. The orbital gap is 10.308 eV. The value obtained for the HOMO energy is -9.66 eV.

```
15
Properties=species:S:1:pos:R:3:forces:R:3
C 0.557 -0.620 0.025 0.5 0.2 1.1
C 1.562 0.392 0.626 -1.3 0.7 -0.1
O 2.761 0.294 -0.071 0.3 -0.7 -0.8
N -0.739 -0.351 0.637 0.0 -0.9 -1.6
C -1.916 -0.284 -0.066 -1.9 3.1 1.8
N -1.972 -0.094 -1.435 1.3 -0.2 -0.2
O -2.929 -0.033 0.602 0.2 -1.4 -0.5
H 0.890 -1.636 0.241 0.0 -0.1 -0.3
H 0.499 -0.462 -1.060 0.1 -0.2 0.4
H 1.685 0.265 1.713 0.0 -0.3 -0.2
H 1.031 1.360 0.492 0.6 -0.1 0.0
H 3.421 0.947 0.142 0.0 0.4 0.4
H -0.971 -0.628 1.578 0.5 0.0 0.1
H -1.125 0.349 -1.767 0.0 -0.3 -0.3
H -2.756 0.499 -1.658 -0.3 -0.2 0.1
```
Positions in Å, forces in eV/Å.


No. 2
An isolated molecule of C3H8N2O2 in a non-equilibrium geometry. Source: OMol25; level of theory: ωB97M-V/def2-TZVPD.

For the LUMO energy (spin up / spin down), the calculation gives 0.1 / 0.1 eV. The value obtained for the molecular weight is 104.11 g/mol. The orbital gap (spin up / spin down) is 7.971 / 7.967 eV. The value obtained for the HOMO energy (spin up / spin down) is -7.87 / -7.87 eV.

```
15
Properties=species:S:1:pos:R:3:forces:R:3
C 1.499 -0.040 0.623 0.8 -0.6 0.1
C -0.899 0.004 0.314 0.2 -0.4 0.1
C -1.996 -0.868 -0.268 0.1 0.0 0.1
N 2.545 0.358 -0.084 -2.0 1.2 1.1
N 0.425 -0.563 0.011 -0.1 0.5 -0.2
O 2.038 1.256 -1.038 0.8 -0.4 -1.2
O -1.000 1.308 -0.186 0.2 0.4 -0.3
H -0.199 1.556 -0.694 -0.1 -0.3 0.3
H 3.333 0.726 0.443 -0.1 -0.2 -0.1
H 0.590 -0.640 -0.993 -0.1 0.1 0.1
H 1.444 0.098 1.698 0.2 -0.5 0.1
H -0.973 0.033 1.410 0.0 0.0 -0.1
H -1.894 -0.921 -1.352 0.0 0.0 0.0
H -1.946 -1.873 0.146 0.0 0.0 0.0
H -2.965 -0.433 -0.031 0.0 0.0 0.0
```
Positions in Å, forces in eV/Å.


No. 3
A cluster of 2 separate species, C3H8N2O2 in total in a non-equilibrium geometry. Source: OMol25; level of theory: ωB97M-V/def2-TZVPD.

For the LUMO energy, the calculation gives 0.6 eV. The value obtained for the molecular weight is 104.11 g/mol. The orbital gap is 10.086 eV. The value obtained for the HOMO energy is -9.47 eV.

```
15
Properties=species:S:1:pos:R:3:forces:R:3
O 1.064 1.985 -0.066 0.4 -0.4 0.0
C 1.657 1.736 0.999 -0.9 0.6 1.2
O 1.380 0.781 1.806 0.9 0.6 -0.4
H 2.370 2.518 1.402 -0.2 -0.8 -0.5
C -1.292 -0.017 -1.724 -0.1 -1.5 -0.9
N 0.242 -1.405 1.233 0.1 0.4 0.0
C -0.436 -1.286 0.116 -0.1 1.2 0.4
N -0.559 -0.108 -0.494 0.2 -1.6 0.7
H -1.971 0.827 -1.714 -0.2 0.0 0.0
H -1.846 -1.015 -1.892 0.6 1.7 0.2
H -0.577 0.111 -2.548 -0.3 0.0 0.0
H 0.778 -0.452 1.578 -0.4 -0.5 -0.3
H 0.092 -2.229 1.798 0.3 0.1 -0.3
H -0.961 -2.149 -0.300 0.0 0.2 0.1
H 0.059 0.703 -0.193 -0.2 0.0 -0.3
```
Positions in Å, forces in eV/Å.


No. 4
A cluster of 2 separate species, C3H8N2O2 in total. Source: OMol25; level of theory: ωB97M-V/def2-TZVPD.

For the LUMO energy, the calculation gives 1.0 eV. Its SMILES is [H]/N=C(\N)O.C1CO1. The value obtained for the molecular weight is 104.11 g/mol. The orbital gap is 10.282 eV. The value obtained for the HOMO energy is -9.30 eV.

```
15
Properties=species:S:1:pos:R:3:forces:R:3
N 2.603 1.435 -0.322 0.0 -0.1 0.1
C 1.429 0.738 -0.117 0.1 -0.2 -0.1
O 0.551 1.482 0.560 -0.1 -0.1 0.0
N 1.138 -0.441 -0.524 0.2 0.3 0.1
C -1.972 -0.912 -0.342 -0.1 -0.2 -0.2
C -1.913 -1.073 1.109 0.0 -0.2 0.2
O -1.891 0.228 0.524 0.1 0.2 0.0
H 2.744 2.225 0.289 0.0 -0.1 -0.1
H 3.429 0.882 -0.491 -0.1 0.1 0.0
H 1.909 -0.846 -1.049 -0.1 0.0 0.1
H -1.065 -1.096 -0.912 -0.2 0.0 0.1
H -2.928 -1.006 -0.853 0.1 0.0 0.1
H -0.973 -1.384 1.560 -0.1 0.0 -0.1
H -2.817 -1.297 1.670 0.1 0.0 -0.1
H -0.315 1.007 0.561 0.0 0.1 0.0
```
Positions in Å, forces in eV/Å.


No. 5
A cluster of 2 separate species, C3H8N2O2 in total in a non-equilibrium geometry. Source: OMol25; level of theory: ωB97M-V/def2-TZVPD.

For the LUMO energy, the calculation gives -0.9 eV. The value obtained for the molecular weight is 104.11 g/mol. The orbital gap is 7.309 eV. The value obtained for the HOMO energy is -8.20 eV.

```
15
Properties=species:S:1:pos:R:3:forces:R:3
C 0.793 0.316 -1.922 0.5 0.5 1.6
C 1.575 -0.549 -0.622 1.2 4.3 -3.2
C -0.207 -0.631 0.808 -0.1 -0.2 -0.6
H -1.219 0.624 -1.906 2.7 -4.4 -0.9
H 0.799 1.461 -1.402 -0.2 -3.1 -1.9
H 1.180 0.280 -2.984 0.5 0.2 1.5
H 1.305 -1.526 -0.746 -0.2 -2.9 -0.6
H 2.785 -0.370 -0.762 -3.2 -0.3 1.0
H -0.452 -1.635 0.555 0.1 -0.9 -0.8
H -2.638 -0.713 1.902 4.9 1.8 -1.3
H -0.223 1.605 1.648 -2.5 -2.7 2.0
N 0.834 0.034 0.448 -0.1 -0.1 1.6
N -1.261 -0.017 1.408 -4.1 -2.4 0.1
O -0.543 -0.279 -2.101 -2.0 5.3 1.7
O -0.896 0.946 2.241 2.4 4.8 0.0
```
Positions in Å, forces in eV/Å.


No. 6
An isolated molecule of C3H8N2O2 in a non-equilibrium geometry. Source: OMol25; level of theory: ωB97M-V/def2-TZVPD.

For the LUMO energy, the calculation gives 0.6 eV. Its SMILES is NC(=O)CNCO. The value obtained for the molecular weight is 104.11 g/mol. The orbital gap is 9.161 eV. The value obtained for the HOMO energy is -8.54 eV.

```
15
Properties=species:S:1:pos:R:3:forces:R:3
O -1.193 1.696 1.621 0.2 -0.9 -1.2
C -1.015 0.557 1.233 -0.8 -1.6 1.1
N -1.954 -0.481 1.529 -0.9 -1.8 1.5
C 0.291 -0.008 0.652 1.3 -0.6 0.6
N 0.636 -0.662 -0.567 -0.6 -2.5 -1.7
C 1.165 -0.099 -1.847 -0.9 -0.2 0.6
O 0.706 1.210 -2.032 -0.2 0.3 -0.4
H -2.873 -0.107 1.792 0.7 0.0 0.0
H -1.813 -1.437 2.126 0.4 3.4 -2.4
H 0.621 -0.774 1.379 -0.4 0.5 0.4
H 0.969 0.782 0.773 1.1 1.4 0.4
H 0.430 -1.698 -0.581 0.3 2.1 -0.2
H 0.667 -0.663 -2.665 0.6 0.1 0.5
H 2.285 -0.164 -1.992 -0.9 0.0 0.6
H 1.078 1.850 -1.422 0.3 -0.2 0.2
```
Positions in Å, forces in eV/Å.


No. 7
A cluster of 2 separate species, C3H8N2O2 in total in a non-equilibrium geometry. Source: OMol25; level of theory: ωB97M-V/def2-TZVPD.

For the LUMO energy (spin up / spin down), the calculation gives -2.2 / -2.2 eV. The value obtained for the molecular weight is 104.11 g/mol. The orbital gap (spin up / spin down) is 6.257 / 6.250 eV. The value obtained for the HOMO energy (spin up / spin down) is -8.50 / -8.50 eV.

```
15
Properties=species:S:1:pos:R:3:forces:R:3
C 2.197 0.253 -0.772 0.2 0.1 0.5
C -2.466 -0.631 0.128 0.1 0.1 -0.5
N -1.091 -0.250 0.291 1.5 0.7 0.0
C -0.323 -0.008 -0.728 -1.9 -1.2 1.1
N 0.546 0.950 1.755 1.0 0.3 -1.7
O 0.979 0.629 -0.123 -1.5 0.2 0.7
O -0.359 -0.225 -1.921 1.0 0.6 0.3
H 1.537 0.767 1.929 0.0 -0.2 0.1
H -0.026 0.135 2.002 0.1 -0.3 -0.6
H 2.053 0.400 -1.844 -0.2 -0.1 0.1
H 2.463 -0.784 -0.555 0.0 0.1 0.0
H 2.966 0.943 -0.429 0.1 -0.1 0.0
H -2.761 -1.269 0.962 0.0 0.0 -0.1
H -2.599 -1.162 -0.825 -0.2 0.0 0.1
H -3.117 0.252 0.130 0.0 -0.1 0.0
```
Positions in Å, forces in eV/Å.


No. 8
An isolated molecule of C3H8N2O2. Source: OMol25; level of theory: ωB97M-V/def2-TZVPD.

For the LUMO energy, the calculation gives 0.9 eV. Its SMILES is N[C@@]1(O)NCCO1. The value obtained for the molecular weight is 104.11 g/mol. The orbital gap is 10.315 eV. The value obtained for the HOMO energy is -9.39 eV.

```
15
Properties=species:S:1:pos:R:3:forces:R:3
N 1.609 -0.243 -1.122 0.1 0.1 0.1
C 0.391 0.410 -0.720 0.0 -0.2 0.0
O 0.203 1.445 -1.620 -0.2 0.1 0.0
N -0.724 -0.524 -0.687 0.1 -0.1 -0.1
C -1.276 -0.555 0.664 -0.1 0.0 0.1
C -0.151 0.060 1.495 -0.1 -0.2 0.2
O 0.448 0.968 0.594 0.0 0.1 0.0
H 2.221 0.450 -1.543 0.0 -0.1 0.0
H 2.079 -0.610 -0.299 0.0 0.0 -0.1
H -0.411 -1.427 -1.020 -0.1 0.1 0.0
H -1.540 -1.572 0.968 0.1 0.1 0.0
H -2.181 0.062 0.723 0.1 -0.1 0.0
H 0.569 -0.709 1.822 -0.1 0.1 -0.1
H -0.490 0.617 2.372 0.0 -0.1 -0.1
H -0.746 1.628 -1.627 0.1 0.0 -0.1
```
Positions in Å, forces in eV/Å.


No. 9
An isolated molecule of C3H8N2O2. Source: OMol25; level of theory: ωB97M-V/def2-TZVPD.

For the LUMO energy, the calculation gives 0.7 eV. Its SMILES is NC(=O)NCCO. The value obtained for the molecular weight is 104.11 g/mol. The orbital gap is 10.283 eV. The value obtained for the HOMO energy is -9.61 eV.

```
15
Properties=species:S:1:pos:R:3:forces:R:3
N 2.129 1.146 -0.084 0.1 0.1 -0.1
C 0.868 0.874 -0.602 -0.1 0.0 -0.1
O 0.108 1.754 -0.954 0.3 -0.2 0.0
N 0.541 -0.469 -0.609 0.1 0.1 0.1
C -0.861 -0.854 -0.596 -0.1 0.0 -0.1
C -1.502 -0.719 0.793 -0.1 -0.4 -0.1
O -1.322 0.537 1.395 0.2 0.0 0.1
H 2.406 2.103 -0.246 0.0 -0.1 0.0
H 2.866 0.471 -0.228 -0.1 0.0 0.0
H 1.181 -1.098 -0.145 -0.1 0.1 0.0
H -0.934 -1.898 -0.923 0.0 0.2 0.0
H -1.381 -0.227 -1.322 0.1 0.0 0.1
H -1.132 -1.527 1.448 0.0 0.1 -0.1
H -2.584 -0.850 0.694 0.1 -0.1 0.0
H -0.382 0.757 1.381 -0.2 0.0 0.1
```
Positions in Å, forces in eV/Å.


No. 10
An isolated molecule of C3H8N2O2. Source: OMol25; level of theory: ωB97M-V/def2-TZVPD.

For the LUMO energy, the calculation gives 0.4 eV. Its SMILES is [NH3+]C(=O)NCC[O-]. The value obtained for the molecular weight is 104.11 g/mol. The orbital gap is 9.288 eV. The value obtained for the HOMO energy is -8.90 eV.

```
15
Properties=species:S:1:pos:R:3:forces:R:3
N 1.602 1.094 0.413 0.1 0.2 0.0
C 0.494 0.807 -0.649 0.2 0.2 -0.3
O 0.118 1.716 -1.339 0.1 -0.4 0.3
N 0.451 -0.571 -0.939 0.0 0.1 0.1
C -0.925 -1.028 -0.714 -0.2 -0.1 -0.1
C -1.312 -0.554 0.722 -0.2 -0.3 0.0
O -0.581 0.585 0.999 0.0 0.0 0.0
H 1.753 2.101 0.449 0.0 -0.2 0.0
H 2.484 0.600 0.290 -0.2 0.1 0.0
H 1.053 -1.090 -0.306 -0.1 0.1 -0.1
H -0.966 -2.114 -0.845 0.0 0.2 0.0
H -1.558 -0.562 -1.473 0.1 0.0 0.1
H -1.112 -1.374 1.439 0.0 0.1 -0.1
H -2.396 -0.358 0.759 0.2 -0.1 0.0
H 0.893 0.749 1.194 0.0 0.1 -0.1
```
Positions in Å, forces in eV/Å.


Which energy relative to the best compared isomer or geometry (same formula, charge and spin) belongs to each record? In order, 22.9; 102.6; 21.8; 43.7; 215.8; 62.4; 148.1; 23.3; 11.3; 63.3 kcal/mol.
Which total energy belongs to each record? In order, -379.1045; -378.9774; -379.1063; -379.0713; -378.7971; -379.0416; -378.9050; -379.1039; -379.1230; -379.0401 hartree.